Below is a cluster of 15 separate species, C60H165N15O15 in total, with properties calculated with ωB97M-V/def2-TZVPD.

Geometry as XYZ:
```
255
Properties=species:S:1:pos:R:3:forces:R:3:mulliken_charge:R:1
C -8.17013 -25.82636 18.99293 -0.37 -0.72 0.17 -1.81
C -8.06353 -24.39015 18.48773 -0.32 -0.68 -0.28 0.91
C -8.87851 -24.24099 17.14037 -0.66 -0.07 0.67 -0.66
O -9.21337 -22.90549 16.74034 1.09 -1.41 0.57 -0.23
C -8.09961 -22.18290 16.40287 1.23 2.63 -0.83 0.23
N -8.49575 -23.57358 19.61840 -0.25 -0.03 -0.87 -0.56
H -9.20919 -26.15006 19.05342 -0.43 0.34 -0.12 0.41
H -7.85014 -25.87571 20.03374 0.46 0.05 -0.12 0.41
H -7.72415 -26.64787 18.43228 0.50 0.40 -0.24 0.41
H -7.02060 -24.09842 18.36403 0.15 -0.26 -0.61 0.13
H -9.87492 -24.68287 17.13638 -0.07 -0.31 0.96 0.31
H -8.39763 -24.84425 16.37035 0.64 0.48 -0.41 0.04
H -8.39763 -21.17486 16.11454 -0.65 0.07 -0.45 -0.30
H -7.49721 -22.51954 15.55913 -0.15 -0.72 -0.06 0.39
H -7.40621 -21.85705 17.17819 0.17 -0.91 0.84 -0.42
H -9.43397 -23.89683 19.80645 -0.46 0.46 0.33 0.32
H -8.53883 -22.64387 19.22612 -0.47 0.54 0.41 0.14
C -8.72975 -13.50777 20.87977 0.91 1.43 0.02 -1.71
C -8.49853 -13.06517 19.40955 0.09 0.32 0.98 0.67
C -8.31489 -14.18719 18.47887 2.08 -2.42 0.68 -0.44
O -6.98166 -14.81139 18.69258 -0.88 -0.50 -0.74 -0.28
C -6.04405 -14.22776 17.80610 -0.18 0.72 0.77 -0.27
N -9.64975 -12.26981 19.01338 -0.38 0.24 0.50 -0.73
H -8.83688 -12.52890 21.34714 -0.85 0.03 0.38 0.48
H -7.86555 -13.84442 21.45243 0.22 -0.70 -0.65 0.35
H -9.58858 -14.15167 21.06923 -0.05 0.06 -0.25 0.39
H -7.58069 -12.47724 19.41286 0.01 0.39 -0.02 0.28
H -8.39527 -13.96021 17.41580 -0.37 0.06 0.08 0.15
H -8.97226 -14.96806 18.86125 -0.44 -0.21 -0.85 0.10
H -5.03025 -14.61826 17.89447 -0.17 -0.29 0.56 0.01
H -6.06738 -13.19630 18.15773 0.75 0.56 -0.90 0.31
H -6.29011 -14.32612 16.74880 -0.43 0.05 -0.09 0.10
H -10.43166 -12.69356 19.49209 -0.40 0.24 0.28 0.31
H -9.91478 -12.42930 18.05191 0.37 0.06 -0.25 0.24
C -5.50680 -12.94859 7.33359 0.02 -0.59 0.49 -1.34
C -4.21845 -13.76384 7.13393 -1.19 0.32 -0.23 0.20
C -3.84360 -14.55283 8.36295 0.12 1.30 0.43 2.48
O -2.62467 -15.17728 8.14103 -0.98 -0.58 -3.20 -0.20
C -1.82201 -15.39263 9.19704 0.90 -0.16 1.53 -1.08
N -4.50755 -14.66644 6.01857 0.52 -0.39 -0.45 -0.72
H -5.60084 -12.53563 8.33795 0.15 0.13 0.08 0.21
H -6.30036 -13.68690 7.21844 -0.49 0.34 0.02 0.23
H -5.63170 -12.14008 6.61330 0.07 -0.21 -0.08 0.38
H -3.44637 -13.02827 6.90830 0.44 -0.45 -0.27 0.37
H -4.65222 -15.24214 8.60602 -0.09 -0.33 0.21 -0.26
H -3.71047 -13.83652 9.17368 -0.19 -0.01 0.38 -1.40
H -2.28421 -16.09612 9.88956 0.10 0.01 0.55 0.31
H -1.63486 -14.42366 9.65982 0.35 -0.04 0.66 0.24
H -0.88263 -15.83002 8.85889 0.00 0.07 -0.05 0.34
H -3.92778 -15.49106 6.08163 0.94 0.16 -0.17 0.23
H -5.39215 -15.12464 6.18479 -0.68 0.44 0.08 0.27
C -4.55820 -21.81708 19.18877 0.36 1.09 0.92 -1.44
C -5.31672 -21.43693 20.52035 2.07 -0.32 -1.29 0.57
C -6.31945 -20.31565 20.33353 1.04 1.85 -0.75 -0.16
O -5.56189 -19.12694 19.84523 -1.54 -0.21 0.07 -0.34
C -6.32063 -17.94176 19.36479 1.03 -1.21 1.22 -0.45
N -5.79920 -22.69290 20.99282 -1.57 -1.34 0.26 -0.72
H -3.93668 -22.70300 19.31901 -0.49 -0.39 0.25 0.44
H -3.79734 -21.08039 18.93091 -0.44 0.46 -0.31 0.47
H -5.27555 -21.95298 18.37943 0.05 -0.02 -0.15 0.12
H -4.55287 -21.16975 21.25060 0.03 0.78 -0.09 0.23
H -6.80710 -20.06358 21.27521 -0.15 -0.03 0.14 0.36
H -7.07077 -20.57784 19.58863 -0.20 -0.12 -0.14 -0.06
H -5.63542 -17.47279 18.65863 -0.47 -0.17 -0.39 -0.04
H -6.47199 -17.19700 20.14615 0.12 -0.16 0.41 0.29
H -7.32485 -18.18086 19.01481 0.21 -0.25 -0.57 0.34
H -6.69187 -22.65067 21.46340 -0.12 0.41 0.63 0.35
H -6.09431 -23.24380 20.19939 0.21 -0.28 -0.25 0.00
C -6.19859 -17.42855 15.13238 0.19 0.50 -0.19 -0.69
C -7.42451 -17.41529 14.18846 0.59 -1.24 -0.24 0.73
C -7.14586 -16.99368 12.72671 1.31 1.47 0.85 0.29
O -6.41774 -15.72503 12.71386 -1.04 -1.41 1.92 0.08
C -6.08215 -15.23324 11.46149 -0.30 -0.43 0.69 0.60
N -7.89571 -18.78469 14.07086 -1.77 -0.04 -0.01 1.21
H -5.56335 -18.28259 14.89744 0.08 0.16 -0.49 -0.57
H -6.44115 -17.61876 16.17789 -0.59 0.15 0.06 0.55
H -5.60593 -16.51394 15.11445 0.05 0.11 -0.15 0.25
H -8.26274 -16.84802 14.59303 0.17 0.40 0.10 0.03
H -8.05583 -16.86927 12.13969 -0.19 -0.23 0.03 0.01
H -6.50314 -17.75955 12.29262 0.05 -0.20 -0.28 -0.52
H -6.98487 -15.29948 10.85419 0.11 0.41 -0.73 0.45
H -5.27990 -15.85821 11.06917 0.23 0.35 -0.54 0.04
H -5.78125 -14.21680 11.71531 0.21 0.15 -0.86 -1.13
H -7.35701 -19.48589 13.58278 0.65 0.04 0.01 -0.92
H -8.24885 -19.17552 14.93263 0.12 0.11 0.05 -0.31
C -11.79766 -19.72048 16.15096 0.15 0.51 -0.46 -1.16
C -12.32634 -21.01796 15.52754 -0.17 0.67 -1.67 0.51
C -11.85997 -21.16335 14.03624 0.61 0.56 0.69 -0.34
O -12.15884 -22.41269 13.38092 0.20 1.03 0.85 -0.37
C -11.27580 -22.62900 12.29396 -0.69 0.17 -0.71 -0.60
N -11.80008 -22.15119 16.20394 0.44 -0.71 0.76 -0.75
H -10.71690 -19.57898 16.14392 0.31 -0.53 -0.22 -0.01
H -12.07635 -19.57379 17.19447 -0.35 -0.32 -0.05 0.40
H -12.16388 -18.86465 15.58391 -0.26 0.11 0.01 0.39
H -13.40845 -20.89485 15.57223 -0.26 -0.63 0.08 0.34
H -10.78018 -21.10551 14.17337 0.49 -0.01 -0.31 0.01
H -12.11665 -20.29122 13.43490 -0.45 -0.06 -0.38 0.47
H -10.28227 -23.01433 12.52314 -0.03 -0.24 0.59 0.01
H -11.10084 -21.71624 11.72444 -0.10 0.33 0.00 0.28
H -11.81309 -23.29657 11.62033 0.26 -0.24 0.03 0.37
H -11.71739 -22.90435 15.53610 -0.85 -0.61 -0.16 0.37
H -10.80794 -21.96529 16.23832 0.25 0.15 0.90 0.26
C -3.80592 -20.24343 15.64163 -3.06 0.45 -0.62 -1.03
C -2.58017 -20.91175 16.06350 -0.60 0.76 0.89 0.05
C -1.68484 -21.14655 14.85428 -0.81 -1.16 0.64 0.85
O -0.67008 -21.87049 15.41021 3.97 -2.02 0.76 -0.29
C 0.49712 -22.17528 14.60234 -0.97 0.53 -0.23 -1.51
N -1.94176 -20.04819 17.01866 1.54 0.61 -0.25 -0.49
H -4.52848 -19.82684 16.34339 0.44 -0.58 1.34 0.55
H -4.45999 -20.92466 15.09738 0.10 0.16 -0.83 0.36
H -3.65590 -19.29393 15.12777 0.64 -0.35 -0.86 -0.49
H -2.68415 -21.75013 16.75229 -0.69 -1.09 -1.20 0.64
H -1.26147 -20.20697 14.49923 -0.58 0.25 -0.67 0.15
H -2.17820 -21.83302 14.16619 -0.30 0.78 -0.84 -0.06
H 1.38320 -22.40272 15.19499 -0.36 0.22 0.46 0.33
H 0.71988 -21.34069 13.93756 0.12 0.31 0.08 0.38
H 0.35897 -23.02562 13.93454 -0.47 -0.27 0.05 0.29
H -1.72871 -19.23320 16.46144 0.07 1.10 0.31 -0.15
H -1.05176 -20.52331 16.97118 1.03 0.22 1.20 0.47
C 1.40056 -17.66973 17.10713 -0.10 -0.35 -1.12 -1.47
C 0.80968 -16.78092 15.92653 1.64 -0.11 1.47 0.38
C -0.38347 -15.98999 16.43771 0.29 -0.14 -0.93 -1.03
O -1.44954 -16.90095 16.30823 -1.04 0.98 1.56 0.15
C -2.58193 -16.42131 17.06148 -0.06 -1.03 -0.45 -0.74
N 1.90224 -15.95473 15.39030 -1.03 0.34 -0.05 -0.73
H 2.31389 -18.12055 16.71893 -0.08 -0.42 -0.25 0.44
H 0.72851 -18.46972 17.41774 -0.10 0.02 0.02 0.30
H 1.78818 -17.18265 18.00189 -0.55 0.76 -0.02 0.37
H 0.47833 -17.44205 15.12578 -0.14 0.02 0.07 -0.02
H -0.66665 -15.09576 15.88250 0.47 0.16 -0.55 0.31
H -0.20669 -15.61960 17.44749 -0.10 -0.39 0.50 0.48
H -3.41164 -16.94481 16.58648 -0.35 0.25 0.38 -0.17
H -2.73961 -15.34283 17.07231 0.23 0.24 -0.78 0.57
H -2.52873 -16.66085 18.12350 0.22 -0.53 0.07 0.35
H 2.58101 -16.55738 14.94737 0.21 0.08 0.12 0.36
H 2.31772 -15.46805 16.17172 0.44 0.06 -0.09 0.29
C -9.47118 -11.16635 15.55266 -0.47 0.02 -0.47 -0.90
C -10.68344 -11.74005 14.81076 0.17 0.24 1.04 0.92
C -11.59499 -12.39941 15.86608 -0.71 0.25 -1.52 -1.28
O -10.93222 -13.28042 16.70836 0.52 -0.76 -0.06 -0.21
C -10.75028 -14.57634 16.13390 -0.55 0.05 1.14 -0.99
N -11.40067 -10.63481 14.17200 -0.33 -0.85 0.59 -0.69
H -8.88204 -10.67522 14.77819 0.60 -0.19 0.30 0.61
H -8.96552 -11.91872 16.15792 0.38 0.18 -0.30 -0.37
H -9.83332 -10.38345 16.21901 0.04 0.05 0.27 0.46
H -10.30572 -12.45655 14.08133 -0.32 -0.15 -0.18 -0.05
H -12.40433 -12.94122 15.37668 -0.22 -0.07 -0.34 0.38
H -12.11444 -11.62556 16.43127 0.40 0.16 0.35 0.34
H -10.01923 -14.66628 15.33043 0.09 0.39 -0.10 0.35
H -11.73026 -14.92724 15.81045 -0.01 -0.19 -0.30 0.49
H -10.44204 -15.19110 16.97957 0.12 -0.19 -0.25 0.29
H -11.13445 -10.53697 13.20264 0.35 0.26 0.00 0.46
H -11.12102 -9.84979 14.74264 -0.31 0.63 -0.62 0.35
C -13.16315 -17.28325 9.28635 -0.62 0.05 1.69 -1.71
C -12.20371 -16.10306 9.52150 1.50 -1.09 -0.44 0.50
C -11.56373 -15.85808 10.94281 -1.20 -0.15 -0.37 -0.69
O -10.81657 -16.98768 11.33195 -0.56 -0.73 2.47 0.02
C -10.86988 -17.23206 12.79851 0.45 -0.16 -0.64 -1.00
N -11.02597 -16.43519 8.63878 -0.52 1.04 0.66 -0.78
H -13.35680 -17.45140 8.22696 -0.26 0.51 -0.01 0.47
H -14.07328 -17.11332 9.86158 -0.52 0.04 -0.39 0.43
H -12.84127 -18.26053 9.64608 0.69 0.16 0.20 0.26
H -12.72470 -15.20244 9.19662 0.26 0.25 -0.01 0.31
H -12.31732 -15.62897 11.69628 -0.47 -0.21 -0.05 0.45
H -10.92407 -14.97602 10.97325 0.20 0.18 -0.62 -0.06
H -10.32464 -16.48402 13.37405 0.55 0.17 -0.39 0.45
H -10.47364 -18.22152 13.02668 0.53 0.17 -0.49 0.09
H -11.82173 -17.24543 13.32945 -0.92 0.24 -1.02 0.48
H -10.51907 -17.04407 9.26522 0.64 -0.35 -0.29 0.24
H -11.39784 -17.03319 7.91476 0.30 -0.03 -0.29 0.32
C -3.30486 -23.28715 12.01256 0.53 1.37 0.32 -1.73
C -3.10971 -22.31690 10.80339 -1.44 0.20 0.16 1.05
C -2.62553 -20.82575 11.06220 1.86 -1.31 1.82 -1.58
O -3.19785 -20.14957 12.16970 -3.57 -1.06 -0.78 0.50
C -2.84148 -18.83521 12.40000 2.62 0.29 0.76 -1.06
N -2.36505 -23.03311 9.77311 -0.42 0.33 -0.47 -0.86
H -2.36780 -23.77496 12.28098 0.33 0.65 0.63 0.33
H -3.92441 -24.16919 11.85050 -0.53 0.31 -0.76 0.56
H -3.79430 -22.67566 12.77062 0.28 -0.43 0.68 0.10
H -4.12075 -22.33330 10.39640 -0.24 0.76 -0.25 -0.35
H -2.47658 -20.14169 10.22675 -0.44 -0.49 -0.48 0.39
H -1.64827 -21.02221 11.50319 1.07 -0.02 -0.72 0.45
H -2.62487 -18.13488 11.59333 -1.02 -0.23 -0.83 0.44
H -1.82145 -18.94519 12.76815 0.54 0.55 0.64 0.64
H -3.39982 -18.35755 13.20511 -0.45 -0.29 -0.33 -0.09
H -1.36661 -23.12740 9.89283 0.13 0.17 0.51 0.39
H -2.79380 -23.92554 9.97270 0.63 -0.76 -1.00 0.39
C -7.09195 -20.83043 10.70294 -0.64 -0.11 -0.81 -1.96
C -7.42719 -21.67996 11.91663 1.87 1.73 -1.18 2.86
C -7.20716 -23.16006 11.64632 -1.72 0.04 1.01 -1.27
O -7.45436 -23.72448 12.94847 0.97 1.22 0.07 0.24
C -7.69629 -25.07679 13.06689 -0.56 -0.37 -0.26 -1.26
N -6.54550 -21.20471 12.95423 -0.21 -0.01 0.92 0.76
H -7.19932 -19.76517 10.90736 0.16 0.00 0.25 0.06
H -7.77589 -21.00619 9.87262 -0.04 -0.18 -0.10 0.61
H -6.09175 -21.01323 10.31014 0.08 0.01 0.15 0.10
H -8.40221 -21.33998 12.26569 -0.60 -1.11 -0.26 -0.68
H -6.24570 -23.49617 11.25810 0.37 0.52 0.15 0.14
H -7.94570 -23.42576 10.88996 -0.41 -0.64 0.07 0.42
H -7.00341 -25.67093 12.47106 -0.29 -0.21 -0.44 0.30
H -8.75601 -25.13978 12.81967 -0.10 -1.23 -0.35 0.31
H -7.56746 -25.43759 14.08735 0.06 0.44 0.23 0.12
H -5.63226 -20.92530 12.62555 0.35 -0.39 0.09 -0.59
H -6.55906 -21.94702 13.63898 0.85 0.23 0.44 -0.24
C -4.66286 -18.22146 9.37756 0.63 0.21 -0.84 0.84
C -5.23255 -18.41482 7.93648 1.55 1.02 1.97 0.07
C -4.14533 -19.01080 7.03455 -0.38 1.14 -1.22 -0.77
O -4.45610 -19.05469 5.63231 -0.71 0.62 -0.86 -0.30
C -4.35446 -17.83503 4.85067 0.10 -0.84 0.66 -0.74
N -6.36160 -19.24618 8.04889 -1.60 -1.55 -1.10 -0.10
H -4.36918 -19.15581 9.85592 -0.39 -0.15 -0.12 -0.67
H -5.35946 -17.68079 10.01828 -0.13 -0.20 -0.08 -0.40
H -3.74712 -17.63332 9.31740 0.08 0.26 0.06 0.13
H -5.60638 -17.43038 7.65499 0.79 0.46 -0.71 -0.06
H -3.97658 -20.06500 7.25426 0.19 0.16 0.49 0.14
H -3.25192 -18.38840 7.08493 0.36 -0.20 0.63 0.44
H -5.13041 -17.09447 5.04451 -0.18 -0.13 0.33 0.22
H -4.43738 -18.09495 3.79536 -0.02 -0.32 0.14 0.34
H -3.38200 -17.36130 4.98489 0.19 0.02 0.19 0.29
H -7.19250 -18.67232 8.06817 -0.31 0.14 0.53 0.24
H -6.45454 -19.64424 7.12530 -0.25 -0.73 -0.31 0.29
C -7.88530 -11.54670 11.54892 0.43 -0.18 0.26 -0.32
C -8.90929 -11.09597 10.52887 -0.78 0.05 0.85 0.02
C -9.29665 -12.18555 9.60170 0.36 -0.19 -1.02 0.04
O -9.93804 -11.62242 8.44224 0.60 -0.57 0.51 -0.43
C -10.11178 -12.64574 7.47666 -0.17 0.07 -0.12 -0.40
N -10.13035 -10.54302 11.26560 1.41 0.61 -0.83 -0.47
H -7.27532 -10.71004 11.88953 -0.32 0.21 0.35 0.55
H -7.13159 -12.21440 11.13155 -0.15 -0.25 -0.27 -0.29
H -8.35957 -12.05270 12.38983 0.04 0.06 0.06 -0.20
H -8.40021 -10.34565 9.92393 -0.39 0.33 -0.15 0.27
H -9.86830 -12.97870 10.08360 -0.72 0.10 0.10 -0.02
H -8.39223 -12.71714 9.30584 0.32 0.08 -0.37 0.08
H -10.69863 -12.25294 6.64635 -0.72 -0.11 0.46 0.33
H -10.49523 -13.50905 8.02050 -0.56 -0.29 -0.65 0.02
H -9.22815 -12.98078 6.93348 0.83 0.14 0.55 0.19
H -9.98154 -9.55548 11.11487 -0.13 0.61 0.71 0.25
H -10.98913 -10.64244 10.74338 -0.07 -0.73 -0.55 0.31
C -2.98690 -12.72245 11.70176 0.17 -0.99 -0.78 -2.16
C -3.85129 -11.88219 12.56782 -2.48 -1.22 -0.10 2.95
C -3.79297 -12.16690 14.02902 0.95 0.37 0.19 -1.23
O -4.78876 -11.46039 14.75503 2.15 0.51 0.21 -0.45
C -6.05137 -12.02941 14.78012 0.10 -0.93 -0.09 0.33
N -3.75030 -10.52510 12.18133 1.85 2.40 0.35 -0.76
H -1.92886 -12.46064 11.69183 -0.04 0.63 -0.26 0.47
H -3.49159 -12.64381 10.73884 0.87 0.11 -0.40 0.21
H -2.92918 -13.79234 11.90201 -0.57 -0.09 0.49 0.40
H -4.88490 -12.00461 12.24413 -0.46 -1.26 0.18 -1.48
H -2.78531 -11.83726 14.28210 0.02 0.63 0.88 0.40
H -3.70727 -13.23121 14.24813 -0.83 -0.32 0.03 0.34
H -6.39169 -12.01221 15.81549 -0.50 0.42 -0.16 0.25
H -5.94616 -13.08626 14.53498 -0.42 -0.28 -0.30 -0.22
H -6.68226 -11.52568 14.04777 -0.44 -0.13 0.34 -0.02
H -2.76774 -10.29774 12.23610 0.86 0.09 -0.79 0.31
H -3.99341 -9.92680 12.95789 -1.22 0.09 0.33 0.30
```
Positions in Å, forces in eV/Å.

Results
charge: -1
E_HOMO (alpha / beta): 0.598 / -6.899 eV
2S+1: 2
gap between HOMO and LUMO (alpha / beta): 1.294 / 8.744 eV
ΔE to the lowest compared entry with this formula, charge and spin: 89.9 kcal per mole
lowest unoccupied orbital energy (alpha / beta): 1.9 / 1.8 eV